(1)
108
Properties=species:S:1:pos:R:3:lowdin_charge:R:1 method="wB97M-V/def2-TZVPD" total_charge=-1 gap_ev=5.31 energy_ha=-8751.6630 homo_ev=-3.6
C 4.3319 1.3830 1.7751 -0.10
C 5.5587 1.6282 0.9064 -0.28
C 5.3004 1.6492 -0.6060 -0.20
C 4.3359 0.5974 -1.1638 -0.20
C 4.9770 -0.7746 -1.4249 -0.23
C 5.0763 -1.7009 -0.2035 -0.20
C 3.9765 -2.7619 -0.1561 -0.19
C 2.7063 -2.2654 0.5790 -0.18
C 1.4244 -2.7406 -0.1382 -0.19
C 0.6882 -1.5403 -0.7363 -0.21
C 0.0973 -0.5899 0.3107 -0.20
C -0.7077 0.4987 -0.4252 -0.22
C -1.8062 1.1682 0.3890 -0.23
C -2.5050 2.2515 -0.4747 -0.28
C -4.0237 2.0983 -0.6064 -0.31
P -4.7093 0.5092 -1.3778 0.48
P -3.3226 0.4403 -3.1573 0.76
C -4.0646 -0.7471 -4.3474 -0.34
O -3.4024 1.9069 -3.9804 -0.40
O -5.9793 0.5562 -0.1123 -0.37
C -6.9082 -0.4043 -0.2463 -0.74
I -8.5081 0.2818 -1.6283 0.66
C -6.2031 -1.5909 -0.9279 -0.48
C -5.3955 -2.5458 -0.0079 -0.14
C -5.7605 -2.5023 1.4827 -0.25
C -5.0301 -1.4049 2.2594 -0.14
O -5.4813 -1.0023 -1.9554 -0.40
H 3.5648 2.1311 1.6023 0.08
H 4.6047 1.3758 2.8235 0.07
H 3.8825 0.4285 1.5324 0.04
H 5.9249 2.6191 1.1727 0.10
H 6.3535 0.9301 1.1689 0.00
H 6.2567 1.4768 -1.1001 0.08
H 4.9718 2.6290 -0.9385 0.10
H 3.4283 0.4977 -0.5785 0.08
H 4.0055 0.9665 -2.1339 0.11
H 5.9521 -0.6074 -1.8804 0.06
H 4.3697 -1.2636 -2.1862 0.02
H 5.1418 -1.1492 0.7282 0.09
H 6.0237 -2.2360 -0.2868 0.09
H 4.3365 -3.6234 0.4014 0.10
H 3.7386 -3.0925 -1.1588 0.06
H 2.7542 -1.1888 0.5791 0.06
H 2.6833 -2.6619 1.5883 0.11
H 0.7322 -3.2515 0.5281 0.10
H 1.6499 -3.4086 -0.9632 0.10
H 1.3741 -0.9322 -1.3310 0.11
H -0.1103 -1.8261 -1.4161 0.11
H -0.4753 -1.1494 1.0490 0.05
H 0.9336 -0.0879 0.7971 0.10
H -0.0163 1.2800 -0.7285 0.11
H -1.1640 0.0423 -1.2952 0.05
H -2.5229 0.4659 0.8062 0.07
H -1.3284 1.6865 1.2251 0.10
H -1.9956 2.3335 -1.4287 0.04
H -2.3330 3.1992 0.0373 0.08
H -4.3733 2.9100 -1.2441 0.07
H -4.4750 2.2379 0.3708 0.07
H -5.6249 1.2229 -2.2514 0.00
H -3.8578 -0.3849 -0.6331 0.02
H -3.5315 -0.6818 -5.2948 0.01
H -5.1152 -0.5508 -4.5395 0.03
H -3.9268 -1.7489 -3.9691 0.02
H -2.5744 2.3701 -3.7976 -0.08
H -7.4279 -0.5946 0.6802 0.06
H -6.9718 -2.2132 -1.3922 0.10
H -5.6367 -3.5545 -0.3303 0.10
H -4.3324 -2.3802 -0.1201 0.09
H -5.4833 -3.4592 1.9206 0.10
H -6.8318 -2.3695 1.6080 0.10
H -5.0298 -1.6413 3.3208 0.04
H -5.4407 -0.4155 2.0998 0.07
H -3.9905 -1.3751 1.9403 0.01
C -1.7120 -0.5406 3.5591 -0.98
Cl -1.7476 -2.2121 2.9906 0.57
Cl -2.9227 -0.2503 4.8173 0.56
H -0.7312 -0.3350 3.9713 0.00
H -1.9168 0.1169 2.7229 -0.01
C -0.5521 4.8027 -3.5524 -1.01
Cl -0.5235 5.1740 -1.8262 0.53
Cl -0.2075 3.0941 -3.8745 0.54
H -1.5348 5.0388 -3.9453 0.03
H 0.2078 5.3969 -4.0469 -0.08
C 8.9751 0.8071 0.0435 -0.99
Cl 8.4414 0.0619 1.5547 0.56
Cl 8.9234 -0.3319 -1.3062 0.52
H 8.3196 1.6397 -0.1822 0.01
H 9.9945 1.1519 0.1676 0.02
C 2.6919 5.9044 -5.8317 -1.00
Cl 4.2115 6.5220 -5.1757 0.51
Cl 1.3348 6.9828 -5.4759 0.54
H 2.7879 5.8144 -6.9066 0.03
H 2.4892 4.9354 -5.3886 0.02
C -0.3467 -1.4353 7.7538 -1.02
Cl 0.3837 -0.2271 6.6905 0.51
Cl -0.7289 -0.7669 9.3447 0.50
H -1.2643 -1.7871 7.2954 0.01
H 0.3518 -2.2535 7.8790 0.02
C 5.8049 -3.7965 -4.1432 -0.99
Cl 7.1131 -3.0093 -3.2550 0.53
Cl 4.3092 -2.8790 -3.9776 0.58
H 6.0700 -3.8526 -5.1920 0.02
H 5.6554 -4.7886 -3.7345 0.03
C -5.3436 -0.8494 7.4548 -1.03
Cl -5.6054 0.4587 8.6150 0.50
Cl -4.9290 -2.3682 8.2615 0.49
H -6.2518 -0.9949 6.8828 0.03
H -4.5254 -0.5765 6.8018 -0.06

(2)
104
Properties=species:S:1:pos:R:3:lowdin_charge:R:1 method="wB97M-V/def2-TZVPD" e_above_lowest_ev=0.627 gap_ev=8.51 energy_ha=-4889.4433 homo_ev=-8.3
C -0.2304 5.1963 -2.2611 -0.24
S -1.0550 6.2994 -1.0348 0.75
O 0.0021 6.7904 -0.1200 -0.61
C -1.7560 7.6031 -2.1009 -0.31
H 0.3332 5.8342 -2.9594 0.06
H -1.0229 4.6220 -2.7279 0.05
H 0.3887 4.5470 -1.7179 -0.01
H -1.9834 7.0013 -3.2176 0.12
H -0.8186 8.2651 -2.2787 0.06
H -2.7824 8.0400 -1.5772 0.10
C -6.6561 -0.2927 -0.0720 -0.30
S -5.3727 0.3336 1.0696 0.87
O -5.2041 -0.7835 2.1230 -0.62
C -3.9989 -0.0907 -0.0336 -0.30
H -7.6174 -0.2999 0.4329 0.03
H -6.3607 -1.3696 -0.6017 0.13
H -6.8594 0.3032 -0.9725 0.04
H -2.8813 0.3051 0.1127 0.09
H -4.2500 0.3809 -0.9800 0.03
H -3.7551 -1.1338 -0.2250 0.05
C 1.0195 -6.2550 2.0695 -0.24
S 1.0771 -4.4363 2.4537 0.79
O 2.1793 -4.3464 3.4534 -0.56
C 1.9316 -4.0156 0.9556 -0.29
H 1.9339 -6.7256 2.1762 0.01
H 0.5045 -6.3502 0.8627 0.12
H 0.3398 -6.7861 2.7446 0.03
H 2.3474 -2.9878 1.0784 0.07
H 1.4649 -4.3951 0.0872 0.02
H 2.8882 -4.5824 0.9946 0.07
C 3.0865 3.8656 -2.7360 -0.31
S 2.4691 2.1943 -3.2174 0.84
O 1.1896 2.3681 -4.0561 -0.60
C 3.5458 1.9794 -4.6647 -0.22
H 3.0335 4.7354 -3.6456 0.12
H 4.2298 3.9114 -2.7922 0.05
H 2.7705 4.3711 -1.6922 0.05
H 3.2818 0.8819 -5.0232 0.08
H 4.4731 1.7150 -4.4196 0.00
H 3.2844 2.6844 -5.3406 0.02
C 0.0698 -0.5434 -6.9808 -0.29
S 1.6275 -1.2798 -6.6704 0.84
O 2.5649 -0.2834 -7.2956 -0.56
C 1.6006 -1.2144 -4.8648 -0.24
H -0.6610 -1.0801 -6.5033 0.01
H -0.3479 -0.4817 -7.9197 0.02
H 0.0639 0.6004 -6.5252 0.14
H 0.7766 -1.6443 -4.4463 0.02
H 1.5929 -0.2608 -4.4249 0.00
H 2.4798 -1.6467 -4.5469 0.03
C -2.8315 -0.1398 4.0210 -0.32
S -2.6375 -1.8113 3.4900 0.84
O -1.1770 -2.1279 3.8781 -0.60
C -3.4863 -2.5678 4.8531 -0.20
H -2.4563 0.3780 5.1148 0.15
H -3.8745 -0.0156 3.9982 -0.01
H -2.2435 0.4946 3.2931 0.05
H -4.3921 -2.4049 4.6966 -0.04
H -3.2148 -1.8504 5.6990 0.10
H -3.2935 -3.4700 5.0793 -0.01
C 3.3274 6.3477 0.7625 -0.19
S 2.0514 5.1714 1.1581 0.84
O 2.5067 3.8230 0.6212 -0.55
C 2.2382 4.9595 2.8957 -0.22
H 4.2403 5.8199 0.9089 0.07
H 3.2774 7.2402 1.0957 0.00
H 2.9542 6.5027 -0.1273 -0.02
H 1.8946 5.8770 3.2105 0.02
H 3.4687 5.0275 3.0555 0.15
H 1.6059 4.3389 3.1811 -0.05
C 2.2950 -0.9911 4.4060 -0.22
S 3.7668 -0.1325 4.9710 0.81
O 4.7502 -0.3632 3.9328 -0.54
C 3.1348 1.4774 4.5599 -0.30
H 2.4490 -1.9371 4.7274 0.00
H 2.1029 -0.8659 3.4208 0.02
H 1.5736 -0.4357 4.9405 0.03
H 2.1689 1.6768 4.9878 0.04
H 3.2857 1.5827 3.4879 0.05
H 3.9461 2.2888 4.7307 0.08
C -1.6638 -8.0935 -0.4014 -0.02
C -1.0643 -6.9898 -1.4282 -0.05
C -1.2133 -5.5948 -1.0406 -0.20
C -1.9172 -5.1967 0.0516 -0.17
C -2.4728 -6.1333 0.9671 -0.13
C -2.4485 -7.5490 0.7893 -0.08
H -1.3771 -9.1680 -0.7205 0.09
H -0.2976 -7.1836 -2.3520 0.13
H -0.9557 -4.8707 -1.7997 0.08
H -2.1418 -4.0206 0.2736 0.15
H -3.1242 -5.4252 1.6372 0.13
H -2.9890 -8.2440 1.4505 0.09
C 0.0756 -0.6211 0.9850 -0.02
C 0.3149 0.8569 1.1066 -0.02
C 0.2581 1.6256 -0.0871 -0.07
C -0.2802 1.0404 -1.3014 -0.15
C -0.4448 -0.2957 -1.4507 -0.09
C -0.3738 -1.2112 -0.2607 -0.04
H 0.2723 -1.3035 1.7764 0.05
H 0.5591 1.3825 1.8973 0.03
H 0.1556 2.6655 -0.0280 0.06
H -0.0709 1.7249 -2.1406 0.06
H -0.5877 -0.6749 -2.6002 0.14
H -0.5814 -2.1564 -0.3420 0.00

(3)
106
Properties=species:S:1:pos:R:3:lowdin_charge:R:1 method="wB97M-V/def2-TZVPD" total_charge=+1 gap_ev=7.27 energy_ha=-4725.5865 homo_ev=-9.8
C 6.4430 -6.3092 4.6121 -0.11
C 4.9425 -6.1872 4.0082 -0.25
C 4.9416 -5.8391 2.4066 -0.20
C 5.5816 -4.4180 2.0356 -0.12
C 4.6442 -3.3235 1.3356 -0.19
C 4.4991 -2.0704 2.3824 -0.22
N 4.1763 -0.8477 1.5691 0.10
C 4.4372 0.2670 2.2235 -0.13
O 4.2518 1.3090 2.9118 0.11
C 3.3764 -2.4904 3.4617 -0.23
C 3.2974 -1.5715 4.7684 -0.54
Cl 1.9481 -0.3384 4.9912 0.59
C 4.3027 -1.6812 5.7957 -0.58
C 5.5709 -2.6725 5.7470 -0.11
Cl 4.2130 -0.5976 7.2971 0.55
C 1.9746 -2.5764 2.6193 -0.11
C 2.1739 -3.8711 1.6394 -0.10
N 3.3604 -3.7824 0.7357 -0.04
C 2.9599 -2.9634 -0.4929 -0.13
O 2.0164 -3.7051 -1.3370 -0.14
C 1.0303 -2.7566 -1.8712 -0.13
C -0.0829 -2.2989 -0.8041 -0.19
O -1.0799 -3.3067 -0.5200 -0.19
C -1.9759 -2.8291 0.5267 -0.24
C -1.7727 -3.7164 1.8619 -0.07
H 6.6882 -5.4846 5.3773 0.07
H 6.4944 -7.3186 5.1850 0.09
H 7.1809 -6.2836 3.7130 0.09
H 4.4555 -7.2435 4.0917 0.12
H 4.2491 -5.4859 4.6074 0.09
H 3.8936 -6.0565 1.9952 0.09
H 5.6339 -6.6544 1.9419 0.13
H 6.4857 -4.6129 1.3263 0.14
H 6.0649 -3.9625 2.9936 0.12
H 5.2698 -2.8701 0.4611 0.17
H 5.5073 -1.8625 2.9091 0.15
H 3.5978 -3.5646 3.8023 0.12
H 5.2045 -3.6736 5.3238 0.04
H 6.3788 -2.2797 5.0235 0.09
H 6.0088 -2.8992 6.8010 0.10
H 1.7265 -1.6112 2.0527 0.11
H 1.1349 -2.7788 3.3946 0.13
H 1.1595 -3.9666 1.0719 0.13
H 2.1822 -4.7841 2.3616 0.15
H 3.5116 -4.7450 0.3403 0.20
H 2.5740 -1.9238 -0.1918 0.14
H 3.8727 -2.7678 -1.1919 0.17
H 1.6315 -1.8234 -2.2090 0.14
H 0.5626 -3.2425 -2.8005 0.15
H 0.4592 -2.0623 0.2041 0.11
H -0.5184 -1.2820 -1.1538 0.15
H -3.0730 -3.0033 0.1780 0.13
H -1.8692 -1.7077 0.7502 0.08
H -0.8236 -4.3631 1.7661 0.06
H -2.6664 -4.4302 2.0114 0.09
H -1.6741 -3.0039 2.7687 0.08
C -2.5173 1.7995 1.1815 -0.26
S -3.1754 0.6654 2.4206 0.84
O -3.3634 -0.6664 1.7561 -0.58
C -4.7996 1.4450 2.5432 -0.24
H -1.5073 1.4787 0.9193 0.05
H -3.1452 1.7825 0.2892 0.04
H -2.4791 2.8094 1.5938 0.05
H -5.2854 1.4508 1.5663 0.04
H -4.6867 2.4657 2.9126 0.06
H -5.4061 0.8715 3.2458 0.06
C -1.3965 5.9331 -1.1982 -0.27
S -3.1489 5.5179 -1.0760 0.83
O -3.3587 4.8337 0.2410 -0.59
C -3.1305 4.2410 -2.3514 -0.27
H -1.1689 6.6976 -0.4531 0.05
H -0.7877 5.0474 -1.0047 0.05
H -1.1827 6.3261 -2.1946 0.02
H -2.4151 3.4592 -2.0858 0.05
H -2.8616 4.6860 -3.3099 0.02
H -4.1296 3.8085 -2.4225 0.05
C -1.8611 3.6657 -7.3451 -0.27
S -3.5484 3.8505 -6.7283 0.84
O -3.4589 4.2540 -5.2906 -0.56
C -3.9588 2.0922 -6.7721 -0.26
H -1.3907 4.6500 -7.3654 0.05
H -1.2926 3.0063 -6.6863 0.05
H -1.8853 3.2563 -8.3567 0.05
H -3.2606 1.5304 -6.1483 0.06
H -3.9153 1.7333 -7.8020 0.05
H -4.9715 1.9637 -6.3873 0.05
C -5.6264 0.3443 -0.9142 -0.28
S -5.1748 -0.5285 -2.4293 0.80
O -5.8380 0.1767 -3.5691 -0.56
C -6.1353 -2.0177 -2.0801 -0.27
H -5.1625 1.3322 -0.9326 0.04
H -6.7110 0.4552 -0.8553 0.07
H -5.2577 -0.2117 -0.0494 0.03
H -7.1884 -1.7603 -1.9499 0.06
H -5.7508 -2.4962 -1.1774 0.05
H -6.0316 -2.7016 -2.9237 0.05
C -1.5669 10.1198 -5.2802 -0.27
S -0.9814 9.2981 -3.7827 0.82
O -1.3884 7.8599 -3.8711 -0.57
C -2.1308 10.1186 -2.6568 -0.26
H -1.0071 9.7280 -6.1309 0.05
H -2.6305 9.9206 -5.4242 0.06
H -1.3935 11.1944 -5.1983 0.05
H -3.1597 9.9191 -2.9632 0.06
H -1.9394 11.1932 -2.6595 0.05
H -1.9700 9.7258 -1.6517 0.05

(4)
107
Properties=species:S:1:pos:R:3:lowdin_charge:R:1 method="wB97M-V/def2-TZVPD" e_above_lowest_ev=0.488 total_charge=-1 gap_ev=3.21 energy_ha=-2661.9112 homo_ev=-1.1
O 3.9163 1.5372 2.9385 0.03
C 3.4764 0.6564 2.2353 -0.38
O 2.6287 -0.2409 2.7029 -0.02
C 2.5142 -1.4252 1.8541 -0.20
C 1.3565 -2.3103 2.4100 -0.19
C -0.0142 -2.1540 1.7429 -0.30
F 0.0866 -2.9805 0.5043 -0.21
C -0.2702 -0.7167 1.2887 -0.25
C -1.7687 -0.3578 1.1704 -0.30
C -2.4002 -0.2747 2.5675 -0.54
S -1.9493 1.2844 3.4274 0.67
H 3.7919 0.6194 1.1796 0.14
H 3.4390 -2.0002 1.9377 0.08
H 2.3837 -1.1832 0.7964 0.10
H 1.2321 -2.0095 3.4578 0.10
H 1.7007 -3.3473 2.4085 0.08
H 0.2287 -0.5958 0.3020 0.10
H 0.1767 -0.0127 2.0004 0.08
H -2.3023 -1.0072 0.4831 0.07
H -1.8239 0.6459 0.7467 0.05
H -2.0926 -1.1119 3.1989 0.04
H -3.4944 -0.2970 2.5455 0.05
H -0.6618 1.1332 3.7905 -0.16
C 0.0457 3.8782 5.7939 -0.36
O -0.2584 2.7740 5.3928 -0.04
N 1.2630 4.4387 5.6456 -0.20
C 1.5639 5.7664 6.1363 -0.07
C 2.2978 3.6740 4.9632 -0.04
H -0.6743 4.5340 6.3156 0.14
H 1.8635 6.4106 5.3071 0.08
H 2.3787 5.7167 6.8643 0.08
H 0.6873 6.1992 6.6143 0.08
H 1.9746 3.4281 3.9528 0.08
H 2.4824 2.7395 5.4912 0.09
H 3.2167 4.2535 4.9183 0.09
C -0.2770 7.5249 2.3383 -0.37
O -0.2197 7.7300 3.5395 -0.01
N -0.6014 6.3557 1.7656 -0.19
C -0.6448 6.1854 0.3260 -0.06
C -0.9206 5.2142 2.6109 -0.02
H -0.0550 8.3178 1.6014 0.13
H -1.6450 5.8849 0.0130 0.09
H 0.0633 5.4101 0.0262 0.09
H -0.3834 7.1189 -0.1720 0.08
H -1.7743 5.4529 3.2454 0.10
H -0.0692 4.9814 3.2513 0.08
H -1.1575 4.3490 1.9961 0.09
C 4.3505 -4.1977 -0.4214 -0.33
O 3.6395 -3.5899 0.3431 0.04
N 5.4942 -3.7073 -0.9589 -0.20
C 6.3108 -4.4757 -1.8723 -0.07
C 5.9018 -2.3611 -0.5971 -0.04
H 4.1197 -5.2262 -0.7539 0.13
H 7.3136 -4.6065 -1.4574 0.08
H 6.3886 -3.9568 -2.8311 0.09
H 5.8679 -5.4560 -2.0379 0.08
H 6.0440 -2.2938 0.4825 0.09
H 5.1248 -1.6500 -0.8822 0.09
H 6.8310 -2.1084 -1.1034 0.08
C -4.4653 1.8235 -0.3725 -0.33
O -3.3947 1.9772 0.1681 0.02
N -4.6918 2.0338 -1.6897 -0.19
C -5.9878 1.8328 -2.2929 -0.08
C -3.5739 2.4687 -2.5129 -0.05
H -5.3618 1.4818 0.1762 0.13
H -5.9219 1.0702 -3.0741 0.08
H -6.3422 2.7673 -2.7381 0.08
H -6.7057 1.5059 -1.5425 0.08
H -2.7826 1.7163 -2.4587 0.10
H -3.1833 3.4080 -2.1446 0.06
H -3.8990 2.5872 -3.5464 0.09
C -1.6149 -2.6075 -1.9172 -0.33
O -2.1656 -1.5682 -1.6109 0.01
N -2.0198 -3.4378 -2.9091 -0.20
C -1.3111 -4.6729 -3.2018 -0.07
C -3.1876 -3.0855 -3.6879 -0.06
H -0.7236 -2.9639 -1.3794 0.11
H -0.9472 -4.6495 -4.2327 0.09
H -1.9795 -5.5113 -3.0791 0.06
H -0.4651 -4.7844 -2.5266 0.09
H -3.0300 -2.1243 -4.1831 0.08
H -4.0570 -2.9905 -3.0338 0.09
H -3.3779 -3.8532 -4.4360 0.08
C -0.8095 4.0279 -3.2754 -0.33
O -1.5768 4.6683 -2.5850 0.01
N 0.3783 4.4760 -3.7303 -0.19
C 1.2470 3.6530 -4.5470 -0.06
C 0.7948 5.8236 -3.3867 -0.04
H -1.0316 2.9949 -3.5903 0.13
H 2.2074 3.5161 -4.0459 0.09
H 1.4144 4.1348 -5.5135 0.09
H 0.7946 2.6776 -4.7120 0.09
H 0.8546 5.9277 -2.3031 0.08
H 0.0645 6.5437 -3.7592 0.09
H 1.7677 6.0315 -3.8257 0.08
C -0.4400 -7.9844 -2.6519 -0.34
O -1.1424 -7.3946 -3.4507 -0.01
N -0.8993 -8.7125 -1.6162 -0.20
C -0.0089 -9.3846 -0.6919 -0.06
C -2.3353 -8.8197 -1.4224 -0.04
H 0.6610 -7.9586 -2.7095 0.14
H -0.2003 -10.4602 -0.7084 0.09
H -0.1720 -9.0084 0.3196 0.09
H 1.0275 -9.2059 -0.9706 0.08
H -2.7950 -9.2685 -2.3045 0.09
H -2.7645 -7.8278 -1.2796 0.10
H -2.5438 -9.4338 -0.5501 0.08